[1]
24
Properties=species:S:1:pos:R:3:forces:R:3 method="wB97M-V/def2-TZVPD" lumo_energy_ev=-5.053 charge=+1
N -3.08024 -1.04248 0.03940 -0.67 0.83 2.52
N -1.60983 0.60212 0.03422 0.23 0.54 -0.05
N 2.60353 -1.77434 0.15642 -1.03 -1.66 1.40
C 0.35294 2.05423 0.06779 -1.69 -1.84 -0.46
C 0.81499 -0.74652 1.42095 -1.56 0.45 -2.59
C -2.53537 -0.06644 0.75380 -0.57 -0.63 2.22
C 1.16085 1.34041 -0.89182 -0.17 -0.52 -0.08
C 1.67263 -0.88883 0.23647 0.67 1.94 0.12
C 1.71003 0.10741 -0.82785 -0.20 0.76 -0.30
C -1.64592 0.02030 -1.19625 3.33 1.45 -3.38
C -0.88144 1.72090 0.47517 2.68 -2.99 -3.44
C -2.56073 -0.96192 -1.20898 0.42 0.89 1.61
H -2.94423 -1.58571 -1.93994 -0.23 -0.95 -1.48
H 2.60334 -2.63702 0.69207 0.12 0.40 0.30
H 1.31149 1.89929 -1.81980 0.46 -0.10 0.25
H 0.98250 -1.35615 2.22773 1.31 -1.22 2.03
H -1.32970 2.30202 1.12156 -2.57 2.85 3.24
H -0.86523 0.37180 -1.95506 -1.79 -0.62 0.97
H 0.71176 0.32213 1.61349 -0.04 -0.30 0.35
H 3.25632 -1.71303 -0.55395 1.43 -0.08 -1.82
H 2.31793 -0.06951 -1.70473 0.15 -0.75 0.09
H -0.15834 -1.13572 1.09186 -0.33 0.51 -0.11
H -2.55731 0.22990 1.87596 -0.74 -1.03 -2.11
H 0.67004 3.00715 0.29150 0.78 2.06 0.70

=====

[2]
12
Properties=species:S:1:pos:R:3:forces:R:3 method="wB97M-V/def2-TZVPD" lumo_energy_ev=4.384 charge=-1
O 1.93139 -0.57192 -1.53232 0.16 0.01 -0.27
N -0.55569 -0.48620 1.75331 0.61 -0.20 -0.82
C 0.14339 -0.03463 0.48209 0.03 -0.30 2.74
C -0.77705 0.56222 -0.53192 0.93 0.03 -2.00
H 0.71349 -0.89104 0.15741 -0.21 -0.05 -0.89
H -0.14186 1.03431 -1.28552 0.24 0.34 0.15
H 0.94853 0.61109 0.83943 -0.20 0.44 -0.33
H -1.16335 -0.21166 -1.19575 -0.64 -0.31 0.38
H 2.55405 -0.64965 -2.26646 -0.05 -0.01 0.07
H -1.54699 1.28295 -0.26207 -0.05 -0.15 0.62
H -0.69196 0.27884 2.40221 -0.56 -0.05 -0.27
H -1.41394 -0.92432 1.43959 -0.26 0.27 0.62

=====

[3]
114
Properties=species:S:1:pos:R:3:forces:R:3 method="wB97M-V/def2-TZVPD" lumo_energy_ev=-0.122
O -9.19971 1.98865 -1.32208 0.91 -0.41 -0.53
O 5.12113 -1.23959 1.48675 -0.10 -0.54 0.53
O -1.03863 -4.39569 9.52146 0.04 0.69 -0.62
O 5.91070 -5.66856 -8.12357 0.02 -0.16 -0.07
O -4.01700 -5.72551 2.56212 -0.01 -0.01 -0.33
O -0.55438 6.41490 -0.80483 0.48 -0.17 0.12
O -1.54321 -8.40641 2.89958 -0.48 -2.47 0.17
O -2.37748 -1.97335 -1.01336 -1.25 -2.44 -1.77
O 3.02217 -1.11208 3.62254 0.15 0.33 -0.54
O -1.05029 -2.37155 7.08433 0.27 -0.07 1.68
O 7.27190 3.47594 -4.59711 -0.11 -0.96 -0.24
O -3.35533 -4.85645 -5.76191 0.36 0.04 -0.79
O -7.35143 4.07995 -0.36035 -0.43 -1.72 0.47
O 3.78631 -3.77734 -8.35329 -0.17 -0.19 -0.13
O 1.09405 8.77268 -1.78158 -0.52 -0.80 -1.62
O 4.60592 3.40179 4.05248 -0.20 0.26 0.45
O 3.95883 3.77120 1.25445 0.88 0.39 1.03
O -4.15388 5.61833 8.21646 -0.16 0.92 1.92
O -2.30824 6.11522 5.96285 -0.35 0.14 0.58
O -4.49020 -3.21141 -8.00421 -0.02 -0.05 -0.64
C 5.15024 -1.92513 2.76480 -0.82 -0.01 -1.30
C -4.64783 -5.01869 -6.34535 -0.68 0.02 1.12
C 4.55311 4.78548 2.12198 -0.11 0.68 -1.42
C 6.47266 2.42244 -5.20840 1.41 -0.24 -0.96
C -0.01648 8.14475 -2.52674 -0.12 0.28 1.82
C -3.60638 -7.08447 2.50783 0.55 0.02 0.25
C -0.47960 -2.22698 8.42165 -0.21 -1.24 -0.32
C -1.71398 -0.37708 0.27341 1.65 2.41 0.53
C -5.22441 -3.69756 -6.90133 1.01 -0.49 -0.08
C 3.94973 -4.64543 -7.25872 0.91 -1.04 0.14
C -0.23662 6.66332 -2.16419 0.39 0.67 -0.31
C -0.43732 -0.87893 -1.89170 -0.63 -0.29 0.51
C -2.69583 4.84220 6.44860 -0.04 -1.35 -0.39
C 5.45698 3.11314 -6.11099 -0.10 -0.11 0.37
C 4.13917 4.65440 3.55539 0.25 -0.99 -0.38
C -2.11838 -7.14717 2.82753 1.63 0.90 -0.07
C -1.16389 -1.39798 -0.66751 -0.99 0.66 1.06
C -8.12640 1.65297 -0.42665 -0.83 2.06 0.72
C -7.80894 2.92283 0.45202 0.26 0.20 -1.26
C -4.06191 4.75106 7.17456 1.13 -0.22 -2.47
C 0.03915 -3.59996 8.99734 0.04 1.25 -0.05
C 3.74015 -2.29070 3.27836 0.19 -0.28 0.97
C 7.47619 1.47082 -5.97866 -0.22 1.00 -0.06
C 4.62042 -5.97691 -7.65005 -1.52 0.17 0.13
H -8.51476 0.84866 0.19815 0.48 -0.07 0.45
H 4.27452 5.75042 1.69844 -0.36 0.34 0.24
H 4.05954 2.70989 3.67255 0.04 -0.10 -0.16
H -2.34712 0.29031 -0.31123 0.18 0.23 -0.02
H 8.47307 1.59675 -5.55621 -0.12 -0.27 0.35
H -7.21996 1.32465 -0.93524 -0.37 0.10 -0.46
H 5.67740 -2.84709 2.51943 0.01 -0.07 0.29
H -5.28620 -5.40752 -5.55201 -0.55 0.28 0.16
H 4.65757 -4.20968 -6.55360 -0.29 0.29 0.49
H 4.64929 -0.40710 1.56378 -0.10 0.09 0.25
H 0.59473 -4.14165 8.23183 0.00 -0.02 -0.10
H 5.96069 3.58810 -6.95289 0.00 -0.23 -0.11
H -1.90757 4.36483 7.03074 0.16 0.34 0.46
H -1.73420 -3.01929 7.26950 -0.40 -0.17 -0.57
H -0.98900 6.22470 -2.81965 -0.31 0.18 -0.13
H 0.06013 8.27209 -3.60656 0.83 -0.04 0.11
H -6.87100 4.67152 0.22345 0.00 -0.05 0.10
H 4.63387 -3.79841 -8.80362 0.15 0.19 -0.28
H -1.20643 -1.88839 9.16000 -0.42 0.15 -0.17
H -4.79303 4.98503 6.40073 -0.46 -0.10 -0.07
H -0.91663 8.71014 -2.28558 -0.30 0.01 0.17
H -5.14651 -2.93812 -6.12333 -0.39 -0.07 0.44
H 0.51945 -0.48912 -1.54421 0.24 -0.31 -0.56
H 0.84299 8.99970 -0.88323 -0.39 -0.24 -0.09
H 3.05026 4.70310 3.55576 -0.23 0.14 0.51
H 0.25116 -1.42267 8.33690 0.42 -0.52 0.09
H 4.64263 2.46728 -6.43931 0.17 -0.12 -0.18
H -3.81220 -5.40456 3.44340 -0.04 0.11 0.10
H 3.96218 -6.48837 -8.35236 0.22 0.19 -0.92
H 2.12383 -1.33348 3.87861 -0.01 -0.09 -0.02
H 6.67586 4.18738 -4.35179 -0.06 0.02 0.08
H -0.56473 -2.11799 -0.11012 0.51 -0.15 -0.19
H 7.18728 0.42016 -6.00605 -0.13 0.07 0.45
H 3.18307 -2.99382 2.65917 0.02 0.62 -1.19
H -4.08851 6.51802 7.88800 -0.03 0.06 -0.08
H -1.82947 6.54887 6.67302 0.06 0.20 -0.02
H -4.62343 -5.87851 -7.01483 0.39 0.51 -0.62
H -4.21355 3.72027 7.49484 0.00 0.09 0.21
H -1.16310 7.05412 -0.42737 -0.14 0.16 -0.37
H -7.05846 2.67411 1.20237 -0.01 0.00 0.09
H -1.86235 -6.66566 3.77131 -0.71 0.59 0.37
H -8.73877 3.23916 0.92473 -0.06 -0.13 0.30
H 5.63757 4.82335 2.01900 0.02 -0.89 -0.07
H -0.58919 -8.33228 2.97667 -0.12 0.09 -0.03
H 4.99476 3.92549 -5.55015 -0.21 0.04 0.12
H 4.58565 -6.70246 -6.83736 0.55 0.32 0.68
H -1.46475 -6.66550 2.10031 -0.85 1.02 -0.52
H -2.72232 -2.28217 -0.17234 -0.48 -0.26 -0.25
H 0.68488 6.12847 -2.39412 0.10 -0.07 0.32
H 3.74275 -2.92557 4.16438 0.99 0.07 0.59
H -3.41824 -4.41850 -4.90994 -0.22 0.05 0.01
H -0.85633 0.16670 0.66944 -0.18 0.61 0.44
H 5.76475 -1.33742 3.44676 -0.35 -0.08 0.41
H -9.89694 2.41596 -0.81922 0.04 0.02 0.13
H -4.18736 -7.65751 3.23045 0.08 -0.33 0.00
H 2.97791 -4.85486 -6.81174 0.07 0.22 0.05
H -3.56541 -3.12216 -7.76253 0.11 -0.09 0.18
H -0.96693 -0.09426 -2.43198 -0.22 0.16 0.36
H 7.61531 1.73350 -7.02735 -0.29 0.39 -0.10
H -0.65741 -5.16965 9.94246 0.02 -0.03 -0.02
H -6.25280 -3.78120 -7.25279 0.00 -0.20 0.23
H 6.36714 -6.48299 -8.34709 0.06 0.01 -0.09
H 3.02236 3.97750 1.20890 -0.14 0.04 -0.10
H -2.73639 4.20820 5.56288 -0.31 -0.09 -0.15
H 6.03061 1.77137 -4.45421 -0.35 0.41 0.29
H 4.58678 5.42142 4.18739 -0.17 0.10 -0.12
H 0.70713 -3.34105 9.81884 0.25 -0.03 0.05
H -3.80291 -7.46433 1.50525 -0.04 0.10 0.06
H -0.44016 -1.73082 -2.57169 0.85 0.05 -0.11
H -2.34395 -0.68374 1.10840 0.30 -0.70 -0.01

=====

[4]
72
Properties=species:S:1:pos:R:3:forces:R:3 method="wB97M-V/def2-TZVPD" lumo_energy_ev=-0.230
O -17.74596 6.19239 -16.79648 -0.39 1.29 5.63
O -26.73994 4.14988 -8.19343 -0.90 -1.27 2.64
O -23.24797 11.22620 -0.05163 -0.65 0.47 1.42
O -25.04885 10.97253 -1.29416 2.14 0.95 -1.04
O -14.40017 1.38795 -9.00657 0.82 1.19 -0.19
O -18.71106 2.24982 4.55494 2.61 5.03 -0.26
O -12.10354 0.88004 -9.19143 -4.15 -0.04 0.24
O -18.49507 0.13557 5.25532 -1.78 2.57 -0.69
O -21.79970 5.59125 -5.10660 1.03 2.08 -4.57
O -17.63232 7.12915 -14.60683 1.48 0.02 -4.29
O -18.61478 5.12824 -15.05894 1.95 0.57 -0.44
O -26.62366 6.32283 -7.77648 -0.61 -1.23 2.45
O -13.71573 -0.68933 -8.83338 -0.36 0.28 -0.36
O -22.99762 11.83710 -2.14830 -0.64 0.79 0.72
O -20.54881 3.82284 -5.27618 0.27 -0.37 -1.23
O -20.32086 0.97938 4.27340 -4.49 -1.91 -1.14
O -27.24815 4.96424 -6.00787 1.08 -0.17 -4.04
O -20.70358 5.24799 -7.13022 -1.11 -1.17 3.15
C -15.16643 -0.78737 -9.03143 0.65 -1.01 1.87
C -26.25674 4.68795 -9.36556 0.96 2.94 -0.87
C -20.75289 2.11315 3.53619 0.85 0.67 -0.12
C -21.62647 5.17113 -3.85040 -0.76 -0.39 3.35
C -15.77704 -1.83770 -8.03784 -0.09 0.01 -0.77
C -21.09050 10.72599 0.62201 1.39 1.46 -0.75
C -21.00681 4.92243 -5.99211 1.11 -0.02 -0.26
C -13.30143 0.60529 -9.06076 2.23 -1.33 0.66
C -18.94766 8.04468 -12.91398 0.47 -1.02 -0.84
C -23.89834 11.33674 -1.19782 -0.52 -0.27 -0.35
C -17.96561 6.20205 -15.53988 1.33 -0.69 -7.07
C -21.99172 11.88609 0.00381 0.68 -2.39 0.33
C -19.13439 3.68776 2.50419 0.88 -0.23 1.02
C -26.58608 6.16998 -9.15643 -0.48 0.87 -1.12
C -21.72491 12.14081 -1.48838 0.53 -1.49 -0.01
C -15.61818 0.66029 -8.79650 0.49 -0.54 -1.46
C -26.92385 5.10418 -7.18344 0.07 0.78 0.94
C -21.05411 3.78467 -3.91513 -0.96 0.77 -1.75
C -19.14418 1.07778 4.78250 2.46 -4.49 0.92
C -18.81445 5.42389 -13.75088 -1.93 2.55 3.84
C -19.63346 3.09921 3.83904 -0.86 0.52 -0.82
C -18.12036 6.81826 -13.38948 -1.00 -0.46 1.90
H -20.07232 3.92226 4.40300 0.78 -0.13 0.87
H -18.76874 2.84809 1.91314 -0.03 0.24 -0.37
H -21.16013 13.05485 -1.67185 -1.33 0.75 -0.38
H -20.90770 5.62988 -3.17141 -0.38 1.75 -0.43
H -19.84793 5.76950 -13.77467 -0.65 -1.09 1.32
H -19.48420 7.77465 -12.00442 -0.30 0.46 -0.18
H -18.26752 8.88561 -12.77856 0.22 -0.23 0.55
H -22.03520 12.81324 0.57530 -0.19 -0.20 0.18
H -26.64755 4.28688 -10.30071 -0.31 -0.33 0.50
H -25.17345 4.78448 -9.43815 0.36 -1.34 0.33
H -17.32818 6.72739 -12.64631 0.36 -0.46 -0.21
H -21.73543 2.50527 3.79879 0.02 -0.57 0.39
H -18.34401 4.42919 2.62109 0.21 -0.21 0.19
H -21.41358 10.10892 1.46042 -1.04 0.25 -0.42
H -21.01882 11.41800 -1.89712 -0.09 -0.43 0.16
H -20.77963 10.14204 -0.24429 -0.39 -0.55 0.22
H -22.67859 5.23863 -3.57369 0.36 -0.31 1.70
H -20.70656 2.00495 2.45257 -0.37 -1.08 0.04
H -15.40828 -2.86104 -8.10793 0.95 0.28 -0.21
H -18.45085 4.73808 -12.98565 -0.68 -0.64 -0.54
H -19.51137 8.39149 -13.78003 -0.87 -0.31 0.33
H -15.72438 -1.53949 -6.99074 0.15 0.25 -0.16
H -19.93502 4.24496 2.01774 -0.28 -0.42 -0.03
H -27.56176 6.46665 -9.54133 -0.06 0.00 -0.28
H -16.08443 0.93310 -7.84977 0.26 -0.23 0.03
H -25.82087 6.87801 -9.47461 -0.08 -0.27 -0.54
H -20.12845 11.06625 1.00515 0.13 0.67 -0.09
H -16.81568 -2.07395 -8.26917 -0.36 0.79 -0.12
H -20.18883 3.67240 -3.26184 -0.59 -0.67 0.04
H -21.98950 3.23415 -3.81480 0.99 -1.66 -0.03
H -16.25715 0.88782 -9.64975 -0.32 0.48 0.39
H -15.28842 -1.06755 -10.07771 -0.27 -0.11 0.10

=====

[5]
94
Properties=species:S:1:pos:R:3:forces:R:3 method="wB97M-V/def2-TZVPD" lumo_energy_ev=0.453
S -3.45669 2.13982 -0.22509 -0.13 -0.04 -0.12
S -1.54671 2.62248 0.32762 0.07 0.05 0.12
O -5.19843 -0.55139 -3.42163 -0.25 0.24 -0.10
O -1.55996 -1.51919 2.12002 -0.24 -0.16 -0.08
O -1.09032 3.04158 3.91031 -0.37 0.17 -0.01
O 1.08334 2.49909 3.78335 0.15 -0.01 0.00
O -0.66213 1.12696 -4.03903 -0.27 -0.02 -0.36
O 1.41055 1.36312 -3.24110 0.09 0.05 0.13
N 3.00449 -3.88525 3.30723 0.03 -0.25 -0.32
N 2.46149 -2.91048 1.31998 -0.08 0.04 0.03
N -1.34425 -2.12062 -4.33256 -0.20 -0.08 -0.15
N 0.40997 -0.37113 2.21273 0.15 0.47 -0.04
N 0.81976 -1.95860 -0.88737 0.29 -0.01 0.20
N -3.60905 -1.45940 -2.06142 0.18 0.20 0.24
N 0.62233 -1.81720 -3.22331 -0.14 0.04 -0.41
N 2.86629 -2.76951 5.37357 0.09 0.00 0.60
C -3.25672 0.83226 -1.43431 0.06 0.30 0.27
C 1.04529 1.08044 0.33469 0.04 0.00 -0.02
C -0.48087 -2.22944 -0.80952 -0.32 -0.05 -0.41
C -2.69171 1.25941 -2.75498 0.28 -0.20 -0.27
C 2.11588 -0.11917 -5.68609 -0.03 0.20 -0.01
C -4.15813 -0.80735 0.24468 0.01 -0.05 0.07
C -4.46553 -1.45245 -3.10272 -0.20 -0.50 -0.47
C 0.20284 3.32321 3.76454 0.07 0.34 0.07
C -0.02407 0.88403 -6.59836 0.17 0.17 0.06
C 0.66441 1.19228 -4.17265 0.20 0.14 -0.16
C 2.42197 -1.69002 4.74396 -0.04 -0.07 -0.42
C -1.13150 1.35576 1.52331 -0.21 0.13 -0.37
C 2.76818 -1.42665 -2.21332 0.04 0.02 0.00
C 0.02983 0.69995 1.36714 -0.26 0.27 -0.40
C -0.68625 -2.05822 -3.15307 0.12 -0.17 0.54
C 2.22875 -1.62690 3.37759 0.07 -0.10 -0.02
C 3.64141 -5.05150 5.31333 0.06 0.01 -0.02
C 0.41795 4.80808 3.55997 0.17 -0.04 -0.03
C 2.54391 -2.80974 2.66377 0.20 0.18 0.39
C 1.79978 -0.36793 2.69190 0.42 0.00 0.41
C -2.10925 1.23792 2.65315 0.07 0.08 0.49
C 3.14522 -3.82518 4.62128 -0.05 0.11 -0.05
C -1.16275 1.29817 -2.71599 0.05 0.15 0.53
C -3.63854 -0.40207 -1.09938 -0.04 0.35 0.10
C -1.48609 1.67244 3.98264 -0.09 -0.61 -0.08
C 1.12540 1.04688 -5.61127 -0.05 -0.13 -0.04
C -0.42954 -1.35893 2.54584 -0.15 -0.80 0.36
C 1.32253 -1.76505 -2.10286 -0.11 -0.01 0.15
C 1.47377 5.31688 4.53908 -0.17 -0.11 -0.07
C -1.31186 -2.29490 -1.90730 0.10 -0.04 0.06
C -2.77431 -2.61193 -1.76153 0.33 -0.06 -0.05
C 0.86442 5.01414 2.11006 -0.12 -0.04 0.14
H -3.08094 2.24582 -3.01052 -0.04 -0.07 -0.06
H -2.95879 -2.93918 -0.73430 -0.04 -0.07 -0.10
H 2.45516 -0.21256 1.83214 -0.08 0.05 0.03
H 0.59273 1.67823 -0.44929 0.03 -0.03 -0.07
H -3.34283 -1.15255 0.88125 -0.02 -0.02 0.08
H 1.65668 -1.03144 -5.31222 0.02 -0.06 -0.02
H -0.82329 -1.82022 -5.14007 -0.07 0.01 0.01
H -2.22761 1.60581 4.78215 0.11 0.03 -0.06
H 2.79086 -5.63178 5.66837 -0.04 -0.07 0.04
H 2.64901 -3.83116 0.95732 -0.01 -0.01 0.00
H -0.53541 5.31530 3.72726 0.08 -0.07 -0.02
H -2.47362 0.21352 2.75507 -0.03 0.14 0.01
H 2.21786 -0.82965 5.37056 -0.05 0.16 -0.04
H 1.49201 0.19679 -0.11443 0.08 0.02 0.01
H -0.71836 1.71675 -6.52501 -0.11 0.00 -0.05
H 2.38876 4.74031 4.42595 0.09 -0.02 0.00
H -0.77005 0.49212 -2.08438 -0.03 0.13 -0.03
H 1.69045 6.36413 4.34447 0.02 0.10 0.00
H -0.79246 2.24933 -2.32034 -0.02 -0.24 -0.05
H 1.91411 0.48311 3.37124 0.07 -0.14 -0.17
H 0.01299 -2.07428 3.25549 -0.06 0.11 -0.10
H -4.42194 -2.40712 -3.67139 -0.02 0.08 0.03
H 4.24325 -4.77019 6.17222 0.02 -0.03 0.07
H 1.86484 -2.32156 0.74681 0.01 0.04 -0.10
H -2.96462 1.88626 2.45197 0.03 -0.11 0.04
H -0.61451 1.06138 4.23470 -0.17 0.08 0.03
H -4.88329 -1.61096 0.13621 -0.08 -0.08 -0.02
H 1.79821 4.48595 1.93232 0.12 -0.04 -0.03
H 1.01792 6.07258 1.91616 0.02 0.10 -0.05
H -0.57466 -0.03331 -6.40684 -0.10 -0.09 -0.02
H -2.34339 -2.02121 -4.36153 0.06 0.02 -0.04
H 4.21492 -5.66090 4.62181 0.02 -0.07 0.00
H 0.11446 4.63659 1.41821 -0.04 0.03 -0.11
H 2.98661 0.09623 -5.07347 0.11 -0.05 0.06
H -2.99741 0.57147 -3.54223 -0.01 0.00 0.01
H 2.43739 -0.27009 -6.71357 0.05 0.00 -0.11
H 3.20841 -1.94646 -3.05923 0.08 -0.03 -0.06
H 1.82643 1.68897 0.78911 0.14 0.05 0.01
H 3.29170 -1.67910 -1.29605 0.06 -0.01 0.05
H -0.87345 -2.40030 0.18261 -0.16 -0.03 0.07
H -3.05274 -3.42401 -2.44121 -0.08 0.04 0.09
H 1.66610 1.97190 -5.84531 -0.06 -0.05 0.09
H 2.84886 -0.35472 -2.39708 0.07 0.05 -0.01
H 0.36659 0.84535 -7.61277 0.02 -0.03 -0.08
H 1.12705 5.21767 5.56520 0.03 0.02 0.12
H -4.63903 0.03246 0.73578 0.00 -0.05 0.08